Entry 1:
ORCA calculation (ωB97M-V/def2-TZVPD) on a 10-piece molecular cluster, C29H61Br8N3O12 overall.

```
113
Properties=species:S:1:pos:R:3:forces:R:3:mulliken_charge:R:1
C -2.96018 -3.23060 -1.32801 -0.15 -0.26 -0.01 -0.5606
C -4.39420 -3.56207 -0.95157 -0.72 1.05 -0.36 0.0479
O -4.47660 -4.77690 -0.22330 0.95 -0.99 -0.58 -0.3124
C -5.45698 -4.93582 0.64276 -0.23 1.45 0.67 0.7816
O -6.20478 -4.06609 1.02161 -0.10 -0.45 -0.23 -0.5270
O -5.40998 -6.17416 1.09788 0.79 -1.02 0.42 -0.3523
C -6.15025 -6.43257 2.27272 -1.80 -0.28 0.50 -0.6591
H -2.58855 -3.87192 -2.12834 0.17 -0.36 0.37 0.3892
H -2.36237 -3.27539 -0.41840 0.29 -0.20 -0.19 -0.0081
H -2.83386 -2.22811 -1.73973 -0.50 0.18 0.22 0.1913
H -5.04650 -3.65407 -1.82457 0.15 -0.06 -0.12 0.3001
H -4.84951 -2.78296 -0.34769 0.19 0.08 0.09 -0.1365
H -5.92292 -7.37344 2.77429 0.93 -0.05 -0.60 0.2526
H -7.19713 -6.57778 1.98876 -0.06 0.39 0.09 0.3186
H -6.09656 -5.65024 3.02687 0.17 0.29 -0.30 0.2743
C 1.78003 7.28990 -3.07977 -0.88 -0.21 -0.51 -1.2655
C 2.07188 5.80688 -3.23302 0.38 0.58 -0.84 -0.1535
O 2.49482 5.32769 -1.96232 -0.01 -0.48 0.21 -0.2557
C 3.01349 4.08319 -1.95603 0.43 1.36 -0.25 0.6946
O 3.27742 3.46012 -2.94278 -0.14 -0.77 -0.35 -0.6162
O 3.26825 3.76440 -0.70766 -0.05 -0.26 0.79 -0.1800
C 3.91209 2.50012 -0.50686 -0.75 -0.85 -0.59 0.1378
H 0.96345 7.38596 -2.36285 0.19 0.36 0.15 0.2787
H 1.41310 7.68786 -4.03031 -0.13 -0.20 -0.02 0.4190
H 2.62082 7.93683 -2.84135 0.21 -0.41 0.41 0.3027
H 2.80547 5.64489 -4.02792 0.39 -0.09 0.44 0.3263
H 1.21595 5.22837 -3.58381 -0.33 0.16 0.28 0.2377
H 3.27846 1.67294 -0.84801 -0.13 0.22 -0.31 0.0747
H 3.99309 2.29866 0.55579 0.55 0.64 -0.05 -0.5633
H 4.81098 2.46758 -1.11653 0.32 -0.04 0.49 0.4901
C -0.84039 -4.40241 -6.82616 -0.50 1.01 -0.01 -1.0579
C 0.13089 -3.26293 -6.42131 -0.36 -1.68 -0.64 -0.2232
O 0.05511 -3.08327 -5.00573 0.05 -0.25 -0.45 -0.2409
C 0.60546 -1.99446 -4.50897 -0.48 0.59 1.85 0.6470
O 0.77221 -0.92479 -5.02275 0.43 -0.09 -0.79 -0.5772
O 0.80304 -2.23970 -3.19395 0.54 -0.74 -0.44 -0.3628
C 1.23527 -1.17561 -2.35163 -0.34 0.11 0.29 0.3232
H -1.54672 -4.03311 -7.57252 0.18 -0.08 -0.20 0.3274
H -1.49203 -4.68543 -6.00015 0.37 -0.25 0.19 0.2871
H -0.29964 -5.24545 -7.24333 -0.12 -0.17 0.17 0.2924
H -0.08212 -2.37167 -7.00230 0.21 0.30 0.38 0.3091
H 1.11559 -3.67891 -6.63605 0.27 0.67 -0.05 0.2767
H 1.84731 -1.53736 -1.53043 -0.06 -0.43 -0.15 -0.3956
H 0.30179 -0.76564 -1.95688 0.69 0.01 0.39 -0.3176
H 1.78619 -0.40372 -2.88891 0.11 -0.63 0.03 0.7148
C -0.10869 1.13454 -3.15231 0.06 0.23 0.41 -1.4161
N -0.52611 1.56920 -1.82460 0.22 0.85 -0.51 0.3747
C -0.13274 2.92130 -1.43126 -0.54 -0.56 -0.23 -0.9242
C -1.48485 0.93773 -1.12757 -0.57 0.04 -1.12 0.6648
O -2.09738 1.41161 -0.18822 -0.62 0.17 -1.35 -0.6419
H -0.33168 1.91251 -3.88158 -0.28 -0.13 -0.12 0.3828
H -0.59211 0.18287 -3.36531 -0.20 0.43 -0.40 0.3865
H 0.96428 0.93707 -3.18026 -0.48 0.72 -0.15 0.3558
H 0.94732 2.97257 -1.31567 -0.02 0.09 -0.37 -0.0536
H -0.52361 3.60533 -2.18429 0.21 0.32 0.10 0.4374
H -0.54783 3.11334 -0.44484 -0.29 0.25 -0.57 0.4241
H -1.62294 -0.08039 -1.53404 -0.46 0.00 0.30 -0.0373
C 1.21045 7.98004 1.87480 0.86 0.38 -0.18 -0.9621
N 1.44563 7.29743 3.12711 -0.11 0.00 0.11 0.1661
C 1.19432 5.86135 3.14605 0.41 0.52 -0.27 -0.8456
C 1.81836 7.97719 4.23384 0.07 -0.05 -0.17 0.1638
O 1.97773 7.50425 5.33709 0.01 -0.06 0.13 -0.5731
H 1.82007 7.52135 1.09136 -0.53 -0.41 -0.18 0.3134
H 1.62861 8.99002 1.87375 -0.22 0.08 0.54 0.3440
H 0.15350 8.06226 1.62506 -0.02 -0.28 -0.19 0.2954
H 1.58006 5.40009 4.05016 -0.13 0.25 0.18 0.2829
H 0.12552 5.68066 3.03709 0.01 -0.28 -0.05 0.3380
H 1.76302 5.45343 2.30827 -0.28 -0.25 -0.10 0.1545
H 1.99411 9.03851 3.99640 -0.01 0.13 0.16 0.2713
C 1.87039 -3.57030 0.63274 1.02 -0.02 -0.40 -0.2921
N 3.30423 -3.44234 0.35161 -0.67 -0.46 -0.43 0.2789
C 3.97500 -4.68364 0.02443 0.47 0.16 0.39 -0.9430
C 3.88854 -2.23430 0.21285 0.17 -0.65 0.50 -0.0507
O 3.36332 -1.16308 0.45397 -0.06 0.22 -0.30 -0.5018
H 1.70522 -4.21428 1.49699 0.01 0.24 0.23 0.2814
H 1.42753 -4.08163 -0.22513 -0.34 0.28 -0.05 0.3185
H 1.52630 -2.55274 0.76676 -0.48 -0.17 0.11 -0.3649
H 5.02574 -4.48320 -0.18783 0.02 -0.05 0.15 0.3259
H 3.89146 -5.33519 0.89659 0.20 -0.16 -0.10 0.3106
H 3.57630 -5.22111 -0.83884 -0.34 0.28 -0.04 0.3073
H 4.94420 -2.37134 -0.07739 0.03 0.41 -0.09 0.3246
Br 0.29615 -6.06085 3.72260 -0.70 0.44 0.03 -0.2035
C -1.28531 -5.03828 3.07257 0.46 0.18 -0.43 -0.3376
C -2.44146 -4.97347 4.02314 0.15 -0.09 0.59 -0.4958
Br -3.67639 -3.60259 3.43204 -0.27 0.01 -0.20 -0.1082
H -1.47696 -5.49391 2.10689 -0.33 0.07 0.04 0.3787
H -0.99842 -3.99512 2.94405 0.59 -0.24 -0.20 0.0426
H -2.07157 -4.59275 4.97230 -0.16 -0.31 0.13 0.3574
H -3.03886 -5.87085 4.14696 0.24 -0.11 0.01 0.3824
Br 0.93101 2.86556 1.42857 0.19 -0.40 1.25 -0.1575
C 0.47801 1.00985 1.01072 -0.04 -0.06 -0.82 1.2710
C -0.78005 0.52584 1.70938 0.93 0.01 1.75 -0.9669
Br -0.89627 -1.41993 1.39563 -0.25 0.65 0.04 0.0111
H 1.37641 0.41071 1.14541 -0.09 -0.03 0.60 0.3363
H 0.33429 1.02675 -0.07004 0.23 -0.10 0.59 -1.5068
H -1.70000 1.00556 1.39168 0.56 -0.49 0.11 0.6204
H -0.70882 0.68322 2.78417 0.31 -0.43 0.15 0.6185
Br 5.81593 2.06179 2.67651 -0.80 -0.09 0.68 -0.1311
C 4.10789 1.54399 3.54580 -0.47 -0.30 -0.71 0.2221
C 4.25108 0.38749 4.50055 0.20 0.05 0.43 -0.6340
Br 5.00968 -1.26873 3.78151 0.00 0.51 0.12 -0.1479
H 3.39397 1.35252 2.74483 0.33 -0.29 -0.20 -0.5398
H 3.64663 2.37204 4.08479 0.62 0.28 0.09 0.4023
H 3.30084 0.05332 4.91112 -0.22 0.28 -0.26 0.3922
H 4.82837 0.74970 5.35065 0.39 -0.51 -0.08 0.4084
Br -5.39871 -0.19164 -0.21013 0.30 -0.31 0.71 -0.1926
C -4.58820 -0.35860 1.60260 0.66 0.68 -1.19 0.1325
C -5.54129 -0.02861 2.67342 -0.41 -0.59 0.76 -0.7258
Br -6.74683 -1.50794 3.20362 0.34 0.56 -0.32 -0.1752
H -3.86606 0.46214 1.58901 0.00 -0.09 -0.15 0.1338
H -4.00799 -1.26661 1.75624 -0.41 -0.25 -0.41 -0.0826
H -6.14680 0.82488 2.38740 -0.09 0.00 0.35 0.4780
H -4.91438 0.14460 3.54946 -0.42 0.24 0.17 0.3921
```
Positions in Å, forces in eV/Å.

Calculated values
Lowest unoccupied orbital energy ... 0.3 eV
SMILES ... CCOC(=O)OC.CCOC(=O)OC.CCOC(=O)OC.CN(C)C=O.CN(C)C=O.CN(C)C=O.BrCCBr.BrCCBr.BrCCBr.BrCCBr
Spin multiplicity ... 1
Electronic energy ... -22800.80840 hartree
Kohn-Sham gap ... 9.593 eV
HOMO energy ... -9.3 eV

Entry 2:
ORCA calculation (ωB97M-V/def2-TZVPD) on C29H61CrN2O29 as an isolated structure.

```
122
Properties=species:S:1:pos:R:3:forces:R:3:mulliken_spin:R:1
Cr 1.83456 1.84410 1.74573 -0.96 -2.09 -1.25 3.9001
C 0.61728 -1.61442 -0.69317 -0.78 0.20 0.62 0.0009
C 0.11085 -0.11047 -0.49106 1.64 -0.84 -1.42 -0.0111
C -1.38880 0.09560 -0.47733 -0.04 -0.69 0.18 -0.0018
O 0.78151 0.50832 0.51994 1.00 1.31 2.58 0.0234
H 0.34545 -2.27430 0.13070 -0.11 0.12 0.28 -0.0009
H 1.69851 -1.69868 -0.80246 0.13 0.52 0.17 -0.0004
H 0.23042 -2.12031 -1.57777 -0.40 0.35 -0.26 -0.0017
H 0.50178 0.29469 -1.42440 -0.29 0.54 -0.69 0.0104
H -1.83625 -0.25876 0.45128 0.12 0.07 0.11 0.0017
H -1.82912 -0.50683 -1.27187 -0.18 0.13 -0.21 0.0007
H -1.65100 1.14594 -0.60434 0.09 0.06 -0.04 -0.0029
C 3.86426 2.40904 -6.74949 0.42 -1.32 -1.95 0.0000
O 3.09947 3.09232 -5.79878 2.48 1.08 0.38 0.0000
C 2.02458 2.60809 -5.30287 -4.57 -0.28 -1.25 0.0001
O 1.27943 1.81976 -5.87103 1.11 -0.29 1.11 0.0000
O 1.63311 3.35289 -4.25579 0.34 -0.62 0.87 -0.0001
C 0.36213 3.04951 -3.60930 0.46 0.82 0.41 -0.0007
H 3.44189 1.50060 -7.17895 -0.67 -0.32 0.93 0.0000
H 4.85100 2.13514 -6.37611 -0.09 0.44 0.24 0.0000
H 3.94369 2.94000 -7.69812 0.25 0.94 0.49 0.0000
H 0.43680 3.43781 -2.59355 0.41 0.15 -0.01 0.0005
H 0.14252 1.99163 -3.46517 0.00 0.03 -0.81 0.0013
H -0.40971 3.67386 -4.05937 -0.10 -0.69 -0.37 -0.0001
C 3.72499 1.37758 -2.19009 -2.32 -1.19 -1.21 -0.0016
O 4.72672 2.10264 -1.57952 1.00 1.47 2.68 0.0025
C 4.53640 2.46612 -0.27695 -1.85 -1.67 0.04 0.0139
O 3.45090 2.35020 0.36714 1.90 0.61 -1.62 0.0106
O 5.67306 2.81014 0.25562 0.40 0.28 -1.35 0.0021
C 5.69588 3.05892 1.64464 -0.98 0.61 1.01 0.0031
H 3.31004 0.60754 -1.53973 -0.06 0.14 0.20 -0.0016
H 4.04996 0.86583 -3.09596 0.92 0.14 0.25 0.0002
H 2.91774 1.99709 -2.58081 -0.11 0.35 0.50 0.0022
H 5.53869 2.09864 2.13581 0.20 0.29 0.35 0.0004
H 4.88973 3.75964 1.86196 -0.26 -0.24 0.26 0.0007
H 6.58036 3.60947 1.96513 0.35 -0.61 -0.58 0.0001
C -0.12527 -1.18228 -5.12965 0.84 0.39 -0.43 0.0000
O -1.03629 -2.20282 -5.57245 0.53 -0.28 1.88 0.0001
C -1.45422 -2.26720 -6.81094 -0.22 1.64 -2.36 0.0000
O -1.08520 -1.53361 -7.72104 -0.52 -1.39 1.14 0.0000
O -2.41503 -3.20663 -6.88027 0.20 -0.38 0.36 0.0000
C -2.93924 -3.55810 -8.16913 0.18 0.50 -0.51 0.0000
H -0.61683 -0.23758 -4.89718 -0.27 -0.17 -0.24 0.0000
H 0.69293 -0.97947 -5.82067 -0.49 0.00 -0.59 0.0000
H 0.42970 -1.50044 -4.24710 -0.67 -0.56 0.24 0.0001
H -2.11153 -3.66325 -8.87051 -0.16 0.10 -0.09 0.0000
H -3.64518 -2.80063 -8.50968 0.26 0.21 -0.05 0.0000
H -3.50750 -4.48782 -8.14095 0.35 -0.04 0.66 0.0000
C -0.72517 -4.64068 1.59362 -0.57 1.39 -0.73 -0.0001
O 0.34894 -5.07052 2.40389 0.71 0.05 1.27 0.0000
C 0.26053 -5.00892 3.75990 -3.01 -0.77 1.27 0.0000
O -0.79903 -4.84482 4.39741 2.86 0.03 -1.70 0.0000
O 1.45421 -5.28743 4.29058 -0.73 -0.43 -1.19 0.0000
C 1.62978 -5.51656 5.69479 0.73 1.45 0.32 0.0000
H -1.48742 -5.36644 1.31018 0.42 -0.45 0.44 0.0000
H -0.28036 -4.23836 0.68346 0.22 -0.57 -0.12 -0.0001
H -1.23690 -3.75623 1.97306 -0.07 -0.16 0.72 0.0000
H 2.39919 -6.27802 5.82232 -0.39 -0.17 -0.22 0.0000
H 0.75704 -5.66433 6.33088 -0.26 -0.27 -0.72 0.0000
H 2.08101 -4.56890 5.98875 0.08 -0.09 0.65 0.0000
C 6.59008 -1.32016 2.66006 0.45 -0.78 0.12 0.0001
O 5.54569 -0.40438 2.42601 -2.04 1.63 -0.25 0.0030
C 4.21410 -0.58342 2.34788 -0.14 -1.36 0.84 0.0121
O 3.43528 0.36171 2.34324 1.18 -1.04 -0.18 -0.0239
O 3.87883 -1.89494 2.36255 0.27 0.76 -0.56 0.0007
C 2.48661 -2.31134 2.36592 -0.78 0.18 0.24 0.0022
H 7.47353 -0.75552 2.36208 0.01 -0.42 -0.27 0.0001
H 6.44513 -2.25589 2.12016 0.15 0.19 -0.16 0.0000
H 6.72790 -1.55580 3.71532 -0.44 0.11 0.12 0.0001
H 2.11703 -2.20392 3.38570 -0.11 0.24 -0.10 0.0002
H 2.33020 -3.35531 2.09436 1.14 -0.17 0.11 0.0002
H 1.84607 -1.80715 1.64232 0.43 0.81 0.24 -0.0016
C -1.22021 5.64907 5.32476 0.20 -0.37 0.18 0.0001
O -0.31488 4.84364 4.49660 -0.58 0.47 0.37 -0.0014
C -0.70992 4.18102 3.41132 0.72 0.31 0.55 0.0014
O 0.12497 3.44528 2.88777 -1.37 0.49 -0.51 -0.0209
O -1.97721 4.45683 3.08076 0.36 -0.72 -0.56 0.0004
C -2.40613 4.01606 1.77428 0.11 -0.19 -1.77 0.0012
H -1.90072 4.98242 5.85445 -0.11 0.02 -0.22 0.0001
H -1.77187 6.43280 4.80558 0.15 -0.35 -0.40 0.0000
H -0.59110 6.12729 6.07552 0.18 -0.16 -0.25 0.0000
H -2.29492 2.95273 1.56197 0.45 -0.07 0.59 0.0007
H -1.88752 4.56536 0.98854 0.56 -0.04 0.27 0.0003
H -3.43338 4.20979 1.46553 -0.27 0.41 1.46 -0.0002
C -0.36444 1.56177 6.86898 -1.79 0.03 0.97 -0.0001
O 0.59948 1.26969 5.90630 1.39 0.26 -1.89 0.0037
C 0.34083 1.08572 4.61574 -3.43 -0.35 0.91 0.0327
O 1.16905 1.01997 3.76352 1.69 0.17 -1.26 0.0321
O -0.98534 0.91767 4.39390 0.37 0.66 1.80 -0.0008
C -1.53890 0.43418 3.18823 1.10 0.20 -1.27 0.0057
H -0.40721 2.61385 7.15079 0.94 0.08 0.07 0.0000
H -0.13334 0.90553 7.70805 -0.20 0.34 0.10 0.0001
H -1.39465 1.42115 6.54187 0.20 -0.70 -0.20 0.0000
H -2.58186 0.72395 3.06024 0.02 -0.07 0.67 0.0001
H -1.38961 -0.64517 3.15966 -0.19 0.01 -0.15 0.0001
H -0.99608 0.90602 2.36920 0.06 -0.33 -0.28 -0.0004
C -4.03946 -1.38926 1.25694 -1.33 -0.38 0.04 0.0002
O -4.44386 -0.00667 1.22564 -0.93 0.92 -0.17 -0.0005
C -5.76611 0.37162 1.02597 -0.52 -1.44 -0.73 -0.0001
O -6.71778 -0.40514 0.86437 2.66 2.69 0.58 0.0000
O -5.72959 1.75482 0.94494 0.42 -2.33 1.25 0.0000
C -6.88787 2.48880 0.59412 -0.50 -0.35 -1.81 0.0000
H -3.59914 -1.72636 0.31855 0.04 0.46 -0.09 0.0000
H -4.92561 -2.00278 1.41959 0.06 -0.06 0.17 0.0000
H -3.33028 -1.54023 2.07079 -0.12 0.26 -0.04 0.0000
H -7.48089 2.98919 1.35966 0.68 -0.20 0.48 0.0000
H -7.56627 1.84981 0.02883 -0.12 -0.14 0.12 0.0000
H -6.46885 3.18383 -0.13353 -0.43 0.55 0.30 0.0000
C -4.40751 2.28776 -2.31291 -1.55 0.04 0.34 0.0000
N -3.43599 3.28537 -1.90061 1.33 -0.92 -0.78 0.0000
O -3.65674 3.86095 -0.86823 0.32 0.94 0.44 0.0000
O -2.42512 3.35257 -2.59208 -0.52 0.58 0.72 0.0000
H -4.81552 2.59758 -3.27501 0.43 -0.52 -0.19 0.0000
H -5.21400 2.38327 -1.58589 0.10 -0.38 -0.12 0.0000
H -3.92632 1.31288 -2.23437 -0.13 0.13 -0.48 0.0001
C 0.20048 -5.49942 -3.31643 -0.28 0.86 0.53 0.0001
N 0.43340 -6.36689 -2.14223 1.12 -3.84 1.15 0.0000
O -0.38336 -6.43327 -1.21714 0.88 0.98 -1.51 0.0000
O 1.44351 -7.13235 -2.17606 -2.17 2.35 -0.21 0.0000
H -0.82045 -5.56982 -3.69173 0.12 -0.69 0.07 0.0000
H 0.97195 -5.69162 -4.06206 -0.21 0.16 0.28 0.0000
H 0.19893 -4.50347 -2.87350 0.51 0.24 -0.35 0.0002
```
Positions in Å, forces in eV/Å.

Calculated values
Lowest unoccupied orbital energy (alpha / beta) ... -2.8 / -2.2 eV
Relative energy (zero: lowest compared OMol25 entry of this formula, charge and spin) ... 374.7 kJ/mol
Spin multiplicity ... 5
Net charge ... +1
Electronic energy ... -4477.04662 hartree
Kohn-Sham gap (alpha / beta) ... 7.919 / 8.641 eV
HOMO energy (alpha / beta) ... -10.7 / -10.8 eV